Record 1
DFT (ωB97M-V with the def2-TZVPD basis set) results for a structure of composition C27H20AsN3O9OsS2 in a non-equilibrium geometry.

The geometry in XYZ format:
```
63
Properties=species:S:1:pos:R:3:nbo_charge:R:1
Os 0.860 0.361 0.385 1.428
O -2.003 5.805 0.096 -0.447
C -1.477 4.734 0.011 0.399
C -2.176 3.378 0.122 0.395
O -3.363 3.184 0.092 -0.496
C -1.076 2.406 0.206 0.211
C 0.146 3.024 -0.024 0.230
O 1.211 2.270 -0.041 -0.671
C 0.018 4.472 -0.176 0.380
O 0.868 5.302 -0.385 -0.502
O -1.076 1.123 0.441 -0.712
C 6.315 -0.510 -0.674 -0.416
N 5.059 -0.292 0.008 -0.376
C 4.955 0.066 1.411 -0.318
C 3.453 0.250 1.565 0.674
O 2.828 0.591 2.538 -0.545
N 2.876 -0.029 0.341 -0.660
C 3.839 -0.363 -0.530 0.700
N 3.593 -0.653 -1.801 -0.750
H 7.091 0.052 -0.161 0.228
H 6.254 -0.144 -1.699 0.217
H 6.594 -1.566 -0.683 0.213
H 5.475 0.998 1.641 0.240
H 5.333 -0.724 2.063 0.239
H 2.630 -0.894 -2.004 0.447
H 4.290 -1.146 -2.333 0.410
O 0.502 -1.573 0.963 -0.959
S 0.549 -2.414 -0.304 2.225
O 1.927 -2.671 -0.659 -0.988
O -0.336 -3.538 -0.231 -0.926
S -0.140 -1.082 -1.713 -0.336
C -6.346 1.264 -0.240 -0.192
C -5.797 0.676 -1.369 -0.220
C -4.658 -0.105 -1.258 -0.157
C -4.082 -0.315 -0.011 -0.337
C -4.618 0.293 1.117 -0.212
C -5.758 1.073 1.000 -0.177
As -2.519 -1.491 0.130 1.213
C -3.493 -3.171 0.005 -0.329
C -4.021 -3.762 -1.127 -0.193
C -4.734 -4.947 -1.008 -0.206
C -4.908 -5.529 0.239 -0.198
C -4.359 -4.945 1.371 -0.208
C -3.635 -3.764 1.263 0.021
C -3.022 -3.025 2.380 0.023
C -2.990 -3.435 3.709 -0.214
C -2.387 -2.639 4.670 -0.193
C -1.825 -1.417 4.323 -0.199
C -1.848 -0.999 3.001 -0.205
C -2.441 -1.798 2.039 -0.356
H -7.219 1.896 -0.329 0.216
H -6.249 0.838 -2.339 0.215
H -4.204 -0.547 -2.138 0.201
H -4.142 0.164 2.081 0.224
H -6.170 1.549 1.879 0.216
H -3.876 -3.300 -2.096 0.215
H -5.150 -5.418 -1.889 0.217
H -5.471 -6.448 0.331 0.216
H -4.503 -5.409 2.338 0.209
H -3.422 -4.384 3.995 0.211
H -2.344 -2.978 5.696 0.216
H -1.355 -0.800 5.077 0.219
H -1.381 -0.063 2.719 0.228
```

spin multiplicity: 5
LUMO energy (spin up / spin down): -0.135 / -2.736 eV
gap between HOMO and LUMO (spin up / spin down): 7.88 / 5.69 eV
expectation value of S²: 6.02

---

Record 2
DFT (ωB97M-V with the def2-TZVPD basis set) results for a structure of composition C27H20AsO2ReS9Si in a non-equilibrium geometry.

The geometry in XYZ format:
```
61
Properties=species:S:1:pos:R:3:nbo_charge:R:1
Re -2.108 -0.570 0.651 0.270
S -0.806 2.921 3.380 -0.523
As -0.107 1.095 2.819 1.196
S -3.256 0.763 2.198 -0.013
S -1.862 -0.444 3.065 -0.020
S 1.673 0.251 3.354 -0.551
O -5.799 -3.287 -4.429 -0.529
C -5.176 -2.776 -3.547 0.213
S -3.718 -1.789 -3.803 0.365
C -3.433 -1.457 -2.113 -0.452
C -4.300 -1.983 -1.206 -0.418
S -4.167 -1.640 0.460 0.256
S -5.610 -2.946 -1.819 0.367
S -2.218 -0.374 -1.614 0.290
O -0.442 0.844 0.906 -1.208
Si 0.717 1.351 -0.272 2.012
C -0.103 2.525 -1.452 -0.588
C -1.455 2.878 -1.459 -0.178
C -1.973 3.714 -2.442 -0.216
C -1.141 4.213 -3.437 -0.195
C 0.213 3.896 -3.434 -0.235
C 0.727 3.063 -2.449 -0.120
C 2.140 2.286 0.461 -0.512
C 3.457 1.808 0.426 -0.200
C 4.500 2.553 0.960 -0.208
C 4.242 3.790 1.541 -0.190
C 2.948 4.293 1.560 -0.215
C 1.910 3.552 1.012 -0.187
C 1.315 -0.187 -1.120 -0.518
C 1.005 -0.461 -2.457 -0.200
C 1.422 -1.646 -3.061 -0.222
C 2.160 -2.571 -2.334 -0.194
C 2.476 -2.316 -1.002 -0.212
C 2.053 -1.138 -0.403 -0.210
H -2.111 2.521 -0.670 0.211
H -3.025 3.978 -2.431 0.217
H -1.546 4.855 -4.210 0.216
H 0.869 4.304 -4.196 0.216
H 1.792 2.830 -2.450 0.211
H 3.676 0.849 -0.027 0.217
H 5.512 2.166 0.928 0.213
H 5.054 4.367 1.971 0.214
H 2.744 5.263 2.002 0.218
H 0.908 3.968 1.014 0.224
H 0.433 0.258 -3.037 0.223
H 1.173 -1.843 -4.099 0.217
H 2.485 -3.494 -2.803 0.216
H 3.046 -3.040 -0.430 0.216
H 2.280 -0.963 0.647 0.228
S -0.929 -2.514 0.444 0.196
C -0.787 -3.272 2.049 -0.226
C -1.792 -4.142 2.458 -0.173
C -1.713 -4.738 3.710 -0.204
C -0.630 -4.478 4.542 -0.208
C 0.379 -3.625 4.119 -0.194
C 0.307 -3.022 2.865 -0.229
H -2.638 -4.338 1.805 0.217
H -2.504 -5.404 4.036 0.218
H -0.577 -4.942 5.520 0.220
H 1.229 -3.416 4.760 0.226
H 1.085 -2.341 2.541 0.245
```

spin multiplicity: 1
LUMO energy: -2.160 eV
gap between HOMO and LUMO: 6.35 eV

---

Record 3
DFT (ωB97M-V with the def2-TZVPD basis set) results for a structure of composition C27H20HfN5O5S3Sb in a non-equilibrium geometry.

The geometry in XYZ format:
```
62
Properties=species:S:1:pos:R:3:nbo_charge:R:1
Hf -0.040 -0.816 0.175 2.139
O 2.233 3.028 -0.078 -0.691
C 2.369 3.017 -1.420 0.415
C 2.825 4.189 -2.023 -0.306
C 2.980 4.264 -3.393 -0.189
C 2.681 3.164 -4.193 -0.271
C 2.231 1.999 -3.607 -0.137
C 2.069 1.898 -2.221 -0.225
C 1.558 0.657 -1.635 0.537
O 1.325 0.602 -0.331 -0.864
N 1.334 -0.385 -2.396 -0.350
N 0.780 -1.385 -1.651 -0.522
C 0.480 -2.585 -2.129 -0.015
C -0.167 -3.473 -1.247 0.126
C -0.501 -4.799 -1.622 -0.226
C -1.103 -5.635 -0.728 -0.183
C -1.427 -5.149 0.556 -0.328
C -1.113 -3.845 0.855 0.089
N -0.474 -3.013 0.025 -0.625
H 1.894 2.152 0.197 0.518
H 3.051 5.032 -1.382 0.216
H 3.334 5.185 -3.838 0.203
H 2.797 3.225 -5.267 0.205
H 1.983 1.129 -4.200 0.237
H 0.706 -2.874 -3.150 0.198
H -0.262 -5.120 -2.628 0.210
H -1.345 -6.655 -0.998 0.207
H -1.914 -5.775 1.289 0.215
H -1.397 -3.431 1.814 0.203
O -1.450 -1.538 4.596 -0.695
C -1.085 -0.281 4.940 0.419
C -0.985 0.014 6.297 -0.302
C -0.667 1.292 6.708 -0.172
C -0.453 2.301 5.775 -0.265
C -0.543 2.013 4.429 -0.128
C -0.844 0.721 3.986 -0.239
C -0.912 0.449 2.533 0.597
O -0.951 -0.796 2.090 -0.855
N -0.969 1.494 1.746 -0.381
N -1.039 1.085 0.441 -0.400
C -1.308 1.877 -0.527 0.155
C -1.478 1.307 -1.846 -0.214
C -1.470 2.115 -2.989 -0.145
C -1.690 1.584 -4.239 -0.272
C -1.962 0.219 -4.360 -0.188
C -2.004 -0.595 -3.251 -0.231
C -1.733 -0.093 -1.966 0.369
O -1.759 -0.893 -0.921 -0.793
H -1.467 -1.564 3.617 0.512
H -1.158 -0.786 7.005 0.220
H -0.589 1.506 7.767 0.206
H -0.209 3.304 6.101 0.209
H -0.372 2.772 3.680 0.238
H -1.460 2.943 -0.365 0.197
H -1.261 3.173 -2.871 0.210
H -1.658 2.212 -5.120 0.208
H -2.146 -0.209 -5.338 0.204
H -2.217 -1.654 -3.337 0.214
S 3.280 -3.252 4.348 -0.828
Sb 1.414 -2.753 3.194 0.967
S 1.979 -0.488 2.199 -0.308
S 2.281 -2.083 0.904 -0.296
```

spin multiplicity: 2
LUMO energy (spin up / spin down): 2.075 / 1.859 eV
total charge: -1
gap between HOMO and LUMO (spin up / spin down): 5.48 / 6.96 eV
expectation value of S²: 0.78

---

Record 4
DFT (ωB97M-V with the def2-TZVPD basis set) results for the ion C27H20N3O2 with charge -1 in a non-equilibrium geometry.

The geometry in XYZ format:
```
52
Properties=species:S:1:pos:R:3:nbo_charge:R:1
C 0.166 -1.942 -0.065 -0.347
C 0.661 -3.135 0.641 0.332
N 1.022 -4.098 1.181 -0.341
C -1.074 -2.329 -0.926 0.026
C -1.105 -2.058 -2.296 -0.195
C -2.201 -2.413 -3.094 -0.164
C -3.272 -3.126 -2.536 -0.198
C -4.471 -3.452 -3.277 0.295
N -5.484 -3.723 -3.801 -0.337
C -3.189 -3.511 -1.196 -0.174
C -2.077 -3.161 -0.416 -0.146
H 0.964 -1.607 -0.758 0.253
H -0.225 -1.605 -2.752 0.222
H -2.222 -2.153 -4.156 0.223
H -4.001 -4.116 -0.779 0.224
H -1.984 -3.607 0.571 0.228
C -2.590 3.765 -3.048 -0.392
N -1.852 3.895 -1.801 -0.488
C -1.194 5.184 -1.700 -0.393
C -1.378 2.772 -1.083 0.113
C -0.266 2.045 -1.543 -0.175
C 0.164 0.915 -0.861 -0.197
C -0.501 0.454 0.270 -0.016
C -0.028 -0.844 0.949 -0.235
C 1.301 -0.654 1.727 -0.395
C 1.563 -1.331 2.990 0.519
O 0.749 -1.898 3.723 -0.646
C 3.015 -1.077 3.309 -0.097
C 3.469 -0.072 2.462 -0.017
C 4.771 0.419 2.579 -0.222
C 5.661 -0.183 3.489 -0.234
C 5.210 -1.240 4.316 -0.229
C 3.864 -1.650 4.258 -0.208
C 2.366 0.287 1.502 0.475
O 2.430 1.249 0.728 -0.673
C -1.573 1.192 0.769 -0.161
C -2.031 2.319 0.091 -0.226
H -3.079 2.788 -3.095 0.210
H -3.345 4.563 -3.094 0.181
H -1.924 3.890 -3.915 0.158
H -0.630 5.249 -0.766 0.214
H -0.518 5.351 -2.550 0.159
H -1.954 5.973 -1.727 0.179
H 0.279 2.388 -2.422 0.197
H 1.053 0.423 -1.232 0.214
H -0.802 -1.159 1.705 0.236
H 5.092 1.255 1.961 0.215
H 6.705 0.153 3.567 0.200
H 5.909 -1.732 5.006 0.200
H 3.477 -2.417 4.927 0.218
H -2.040 0.871 1.699 0.206
H -2.880 2.894 0.463 0.209
```

spin multiplicity: 1
LUMO energy: 2.309 eV
total charge: -1
gap between HOMO and LUMO: 6.48 eV